# C6H10N2O3

A single C6H10N2O3 molecule (ωB97M-V/def2-TZVPD, the Open Molecules 2025 dataset).

Properties
F_max ... 6.2 eV Å⁻¹
SMILES ... O=NN1CCC(C(=O)O)CC1
Energy relative to the best compared isomer or geometry (same formula, charge and spin) ... 112.6 kcal per mole
Lowest unoccupied orbital energy ... 0.0064 hartree
HOMO-LUMO gap ... 0.3700 Ha
HOMO energy ... -9.9 eV
Electronic energy ... -15503.12426 eV

Structure (ORCA input):
```
! wB97M-V def2-TZVPD RIJCOSX def2/J DEFGRID3
* xyz 0 1
O -2.20 2.01 -2.27
N -2.16 0.71 -2.05
N -1.23 0.44 -1.12
C -0.67 -0.89 -1.26
C -0.51 -1.54 0.10
C 0.30 -0.50 0.89
C 1.60 -1.00 1.51
O 2.13 -1.99 1.03
O 2.15 -0.20 2.43
C 0.78 0.79 0.22
C -0.43 1.48 -0.48
H -1.48 -1.29 -1.94
H 0.19 -1.01 -1.94
H -1.47 -1.41 0.55
H -0.25 -2.52 0.28
H -0.25 0.00 1.81
H 1.45 0.46 2.61
H 1.25 1.47 0.83
H 1.70 0.65 -0.47
H 0.09 2.25 -1.13
H -0.99 2.08 0.38
*
```


# C5H11Cl8Hg2O

C5H11Cl8Hg2O as an isolated structure (ωB97M-V/def2-TZVPD, the Open Molecules 2025 dataset).

Properties
F_max ... 2.3 eV Å⁻¹
Energy relative to the best compared isomer or geometry (same formula, charge and spin) ... 110.8 kcal per mole
Lowest unoccupied orbital energy ... -0.5808 hartree
HOMO-LUMO gap ... 0.0527 Ha
HOMO energy ... -17.2 eV
Electronic energy ... -115897.54674 eV

Structure (ORCA input):
```
! wB97M-V def2-TZVPD RIJCOSX def2/J DEFGRID3
* xyz 3 1
Hg 4.88 -3.22 0.69
Hg 3.39 -0.88 4.77
C 1.46 -0.56 0.38
O 2.07 -1.18 1.38
H 1.75 -1.04 -0.56
H 0.38 -0.50 0.52
H 1.77 0.49 0.34
C 2.70 -0.50 -5.45
Cl 2.38 -0.19 -7.19
Cl 2.68 1.10 -4.61
H 2.04 -1.22 -4.97
H 3.69 -0.94 -5.33
C -1.72 1.23 4.37
Cl -0.15 1.22 5.21
Cl -2.81 0.52 5.52
H -2.15 2.18 4.05
H -1.79 0.66 3.44
C -3.18 -4.03 0.56
Cl -3.86 -4.92 1.97
Cl -4.06 -2.58 0.21
H -2.19 -3.73 0.89
H -3.27 -4.75 -0.26
C -0.84 4.43 -1.24
Cl -0.41 4.79 0.46
Cl -0.74 5.91 -2.27
H -0.16 3.70 -1.67
H -1.86 4.05 -1.21
*
```


# C4H4N2Se2

A single C4H4N2Se2 molecule (ωB97M-V/def2-TZVPD, the Open Molecules 2025 dataset).

Properties
F_max ... 5.0 eV Å⁻¹
SMILES ... [SeH]c1nccnc1[SeH]
Energy relative to the best compared isomer or geometry (same formula, charge and spin) ... 7.2 kcal per mole
Lowest unoccupied orbital energy ... 0.0161 hartree
HOMO-LUMO gap ... 0.3350 Ha
HOMO energy ... -8.7 eV
Electronic energy ... -137883.07557 eV

Structure (ORCA input):
```
! wB97M-V def2-TZVPD RIJCOSX def2/J DEFGRID3
* xyz 0 1
Se 0.95 -2.58 -0.02
C 0.00 -0.94 -0.07
N -1.27 -0.81 -0.07
C -1.74 0.49 0.08
C -0.99 1.64 0.03
N 0.38 1.58 -0.03
C 0.96 0.45 -0.17
Se 2.86 0.67 0.00
H -0.25 -3.06 0.64
H -2.89 0.40 0.17
H -1.37 2.64 0.08
H 3.36 -0.47 -0.65
*
```


# H3NO3P3

H3NO3P3 as an isolated structure (ωB97M-V/def2-TZVPD, the Open Molecules 2025 dataset).

Properties
F_max ... 3.3 eV Å⁻¹
Energy relative to the best compared isomer or geometry (same formula, charge and spin) ... 77.9 kcal per mole
Lowest unoccupied orbital energy (alpha / beta) ... 0.1453 / 0.1453 hartree
HOMO-LUMO gap (alpha / beta) ... 0.2725 / 0.2725 Ha
HOMO energy (alpha / beta) ... -3.5 / -3.5 eV
Electronic energy ... -35548.39743 eV

Structure (ORCA input):
```
! wB97M-V def2-TZVPD RIJCOSX def2/J DEFGRID3
* xyz -1 1
N -1.52 -0.11 -0.44
O 1.02 -0.60 1.83
O 1.39 -1.85 -0.46
O 1.36 0.60 -0.38
P -1.61 -1.58 -0.17
P 0.80 2.09 -0.35
P 0.98 -0.73 0.37
H -2.74 -2.08 -0.81
H -0.49 1.93 -0.62
H 0.81 2.34 1.04
*
```


# C5H10O

A single C5H10O molecule (ωB97M-V/def2-TZVPD, the Open Molecules 2025 dataset).

Properties
F_max ... 3.5 eV Å⁻¹
SMILES ... C[C@H]1C[C@@H](O)C1
Energy relative to the best compared isomer or geometry (same formula, charge and spin) ... 47.6 kcal per mole
Lowest unoccupied orbital energy ... 0.0350 hartree
HOMO-LUMO gap ... 0.3906 Ha
HOMO energy ... -9.7 eV
Electronic energy ... -7392.69913 eV

Structure (ORCA input):
```
! wB97M-V def2-TZVPD RIJCOSX def2/J DEFGRID3
* xyz 0 1
C -2.01 -0.03 -0.50
C -0.81 -0.14 0.38
C 0.41 -1.18 0.12
C 1.43 -0.02 0.32
O 2.47 -0.17 -0.55
C 0.33 1.04 0.12
H -1.76 0.43 -1.54
H -2.45 -1.08 -0.68
H -2.88 0.60 0.14
H -1.05 -0.17 1.48
H 0.31 -1.90 0.90
H 0.53 -1.55 -0.90
H 1.75 0.16 1.32
H 2.94 0.69 -0.56
H 0.43 1.92 0.85
H 0.33 1.40 -0.91
*
```


# C31H89N13O10

A 10-piece molecular cluster, C31H89N13O10 overall (ωB97M-V/def2-TZVPD, the Open Molecules 2025 dataset).

Properties
F_max ... 5.4 eV Å⁻¹
Energy relative to the best compared isomer or geometry (same formula, charge and spin) ... 33.6 kcal per mole
Lowest unoccupied orbital energy (alpha / beta) ... -0.0954 / -0.3193 hartree
HOMO-LUMO gap (alpha / beta) ... 0.2844 / 0.0605 Ha
HOMO energy (alpha / beta) ... -10.3 / -10.3 eV
Electronic energy ... -73421.70813 eV

Structure (ORCA input):
```
! wB97M-V def2-TZVPD RIJCOSX def2/J DEFGRID3
* xyz 1 2
C -0.53 -3.35 3.67
C -1.34 -3.72 4.83
C -2.85 -3.93 4.44
O -3.55 -2.79 3.94
C -3.29 -1.56 4.60
N -0.65 -4.86 5.31
H -0.73 -2.36 3.25
H -0.76 -3.99 2.82
H 0.55 -3.39 3.79
H -1.24 -3.01 5.65
H -3.41 -4.02 5.37
H -3.09 -4.78 3.80
H -3.89 -0.71 4.26
H -2.25 -1.24 4.50
H -3.66 -1.86 5.58
H 0.32 -4.62 5.20
H -0.74 -5.68 4.73
C 0.40 1.26 2.80
C -0.89 1.28 2.12
C -1.26 0.04 1.26
O -0.36 -0.03 0.12
C -0.68 -1.03 -0.84
N -1.83 1.49 3.14
H 0.60 2.10 3.46
H 1.20 1.38 2.06
H 0.32 0.32 3.34
H -1.04 2.15 1.47
H -2.28 0.19 0.91
H -1.33 -0.86 1.88
H -0.40 -0.71 -1.85
H -1.74 -1.26 -0.88
H 0.03 -1.82 -0.62
H -2.18 0.64 3.56
H -2.57 1.84 2.54
C -0.32 5.19 -4.96
C -1.53 4.49 -4.31
C -1.87 4.93 -2.79
O -0.87 4.84 -1.83
C -0.94 3.77 -0.86
N -2.73 4.64 -5.13
H -0.37 6.28 -4.94
H -0.20 4.85 -5.99
H 0.60 4.92 -4.44
H -1.32 3.42 -4.30
H -2.83 4.49 -2.55
H -2.16 5.98 -2.82
H -1.36 2.86 -1.28
H -1.57 4.15 -0.05
H 0.05 3.60 -0.43
H -2.54 4.04 -5.93
H -2.91 5.58 -5.42
C -1.12 -4.23 -3.10
C -1.14 -3.60 -4.51
C -2.60 -3.54 -4.99
O -3.33 -4.73 -5.05
C -3.02 -5.71 -6.04
N -0.60 -2.27 -4.44
H -1.80 -5.08 -3.04
H -1.22 -3.46 -2.34
H -0.09 -4.58 -2.98
H -0.52 -4.06 -5.29
H -2.69 -2.97 -5.92
H -3.15 -2.97 -4.25
H -3.20 -5.36 -7.05
H -3.71 -6.48 -5.69
H -2.02 -6.15 -5.97
H 0.41 -2.25 -4.44
H -0.80 -1.95 -5.38
C 5.24 -1.71 -3.55
C 4.27 -0.48 -3.59
C 3.81 -0.05 -2.16
O 2.92 1.03 -2.27
C 2.58 1.53 -1.07
N 4.90 0.55 -4.36
H 5.87 -1.66 -2.66
H 5.85 -1.74 -4.45
H 4.66 -2.63 -3.58
H 3.28 -0.68 -4.00
H 4.75 0.15 -1.65
H 3.39 -0.89 -1.62
H 2.17 2.51 -1.31
H 3.37 1.72 -0.34
H 1.81 0.99 -0.52
H 4.48 1.46 -4.24
H 5.79 0.71 -3.90
C -2.79 5.14 3.30
C -4.06 4.35 3.62
C -4.63 3.75 2.36
O -3.79 2.81 1.72
C -4.27 2.38 0.41
N -3.75 3.38 4.64
H -2.99 6.18 3.00
H -2.26 4.80 2.41
H -2.22 5.23 4.22
H -4.81 4.96 4.12
H -4.75 4.62 1.71
H -5.56 3.19 2.47
H -3.49 1.83 -0.12
H -4.68 3.24 -0.11
H -5.09 1.71 0.65
H -4.50 2.72 4.65
H -3.00 2.87 4.18
C 2.31 -4.03 -1.37
C 3.58 -4.87 -1.46
C 4.38 -5.18 -0.17
O 3.50 -5.50 0.89
C 4.26 -6.12 1.93
N 3.13 -6.07 -2.14
H 2.09 -3.62 -2.36
H 2.64 -3.13 -0.86
H 1.41 -4.43 -0.91
H 4.38 -4.47 -2.08
H 4.82 -4.24 0.16
H 5.14 -5.96 -0.25
H 5.31 -5.81 1.88
H 4.26 -7.21 1.95
H 3.79 -5.94 2.90
H 2.45 -6.62 -1.64
H 2.51 -5.76 -2.88
C 0.42 2.55 6.30
O 1.52 2.21 5.79
N 0.21 2.84 7.57
N -0.73 2.70 5.73
H -0.76 2.96 7.83
H 1.00 2.71 8.19
H -1.55 2.84 6.30
H -0.91 2.35 4.80
C 3.83 3.98 4.33
O 4.65 4.55 3.54
N 4.06 2.94 5.10
N 2.63 4.50 4.55
H 3.42 2.53 5.76
H 5.01 2.62 5.10
H 1.97 4.07 5.18
H 2.24 5.30 4.07
C 0.76 1.39 -5.64
O -0.24 0.81 -6.06
N 1.45 2.16 -6.39
N 1.23 1.33 -4.39
H 2.23 2.59 -5.92
H 1.10 2.51 -7.27
H 2.06 1.76 -4.01
H 0.52 1.05 -3.73
*
```